The following is a DFT calculation (ωB97M-V/def2-TZVPD) of H3O3PS3 as an isolated structure at a distorted geometry.

Results
Kohn-Sham gap (alpha / beta) ... 0.2106 / 0.2507 Ha
2S+1 ... 3
Charge ... 0
E_tot ... -1763.26333 hartree
Max |F| ... 6.13 eV/Å

Atoms and positions in Å:
O 1.737 0.179 -1.855
O -1.747 0.410 1.318
O 0.425 -1.400 -0.636
P 0.438 0.176 -0.993
S 1.155 0.824 1.028
S -0.723 1.274 1.880
S -0.969 -2.250 -0.777
H 2.279 -0.536 -1.420
H -0.896 2.702 1.317
H -1.699 -1.379 0.138